Here is a molecular structure, C18H22AsHgN4O3S5 from the OMol25 dataset. Energies are from the ωB97M-V functional and the def2-TZVPD basis.

Geometry as XYZ:
```
54
Properties=species:S:1:pos:R:3:forces:R:3:mulliken_charge:R:1
Hg -1.11107 2.71358 -0.89358 0.414 -0.106 -0.001 1.0698
S -5.49291 2.08203 0.51352 0.069 0.047 -0.182 -0.6631
As -4.26484 3.18493 -0.84941 -0.128 0.083 -0.110 0.4315
S -2.62059 4.23608 0.30414 -0.213 -0.082 -0.039 -0.6577
S -3.03808 1.74869 -2.09223 -0.197 0.048 0.096 -0.5887
S -5.35164 4.51686 -2.06030 0.106 -0.005 0.014 -0.5872
O -6.91270 0.46858 3.08886 0.136 -0.046 0.240 -0.5132
C -5.83317 0.98100 3.85490 -0.049 -0.176 -0.406 -0.4793
N -4.56512 0.79129 3.19806 0.155 -0.175 0.224 0.2143
C -3.57795 0.01567 3.68254 -0.170 -0.108 -0.011 0.5125
O -3.62237 -0.59470 4.74933 0.057 0.103 -0.118 -0.7500
C -2.36542 -0.07260 2.79167 -0.150 0.181 0.093 0.3965
C -1.49338 -1.13352 2.95303 0.136 -0.176 0.013 -0.4613
C -0.39032 -1.22871 2.12233 0.017 -0.043 0.035 -0.8082
C -0.19737 -0.24004 1.16972 0.100 -0.105 0.005 -0.4782
N -1.00316 0.80782 1.03468 0.025 0.013 -0.076 -0.0254
C -2.06848 0.88683 1.83031 -0.055 0.165 -0.032 -0.5463
H -6.87177 0.86752 2.20755 0.030 0.094 0.018 0.2605
H -5.81184 0.43661 4.78797 -0.007 -0.122 0.194 0.3858
H -5.97725 2.04184 4.05121 -0.048 0.201 -0.072 0.2446
H -4.51071 1.15305 2.23988 -0.038 0.160 0.030 -0.1002
H -1.69735 -1.85987 3.73124 0.007 0.020 -0.046 0.4412
H 0.32554 -2.03650 2.21411 -0.034 0.060 -0.022 0.4717
H 0.65180 -0.28799 0.49950 0.031 -0.011 0.027 0.6049
H -2.68051 1.77549 1.69153 0.000 -0.062 -0.005 0.4199
C 0.04853 -1.90481 -2.65054 -0.003 0.009 0.005 -1.3883
C -0.10697 -0.42463 -2.98981 0.013 -0.191 -0.037 0.6778
C 1.22031 0.27072 -3.25066 0.130 -0.015 0.171 -1.3169
N 2.06085 0.34055 -2.05486 -0.387 -0.142 -0.313 0.1756
C 2.08055 1.34933 -1.18915 -0.050 -0.158 -0.152 -0.0178
S 1.35228 2.89009 -1.54215 0.026 -0.006 0.284 -0.4732
N 2.76047 1.17567 -0.05026 0.127 0.212 0.094 0.1546
C 3.39175 -0.00496 0.51040 0.011 -0.145 0.098 0.1576
O 3.21231 -0.16662 1.73851 -0.128 -0.060 -0.238 -0.7439
C 4.21422 -0.83523 -0.32230 0.135 0.160 0.010 0.1719
C 4.53290 -2.15138 0.13222 0.069 0.048 -0.081 -0.9128
C 5.35658 -2.97670 -0.60062 -0.015 0.120 -0.059 -0.2940
C 5.93880 -2.54546 -1.80693 -0.081 0.021 0.134 -0.5605
C 5.68606 -1.24105 -2.23742 -0.138 0.062 0.145 -0.5047
C 4.85659 -0.39334 -1.52084 -0.049 -0.201 -0.025 -0.0604
H -0.92181 -2.36091 -2.44560 0.035 0.032 -0.020 0.3966
H 0.66678 -2.05589 -1.76080 -0.013 0.022 -0.010 0.2646
H 0.51578 -2.45256 -3.47637 -0.021 0.030 0.047 0.3424
H -0.63167 0.09561 -2.18865 -0.065 0.019 0.045 -0.5252
H -0.72748 -0.31364 -3.88277 -0.025 0.019 0.027 0.4196
H 1.05479 1.28455 -3.60040 0.014 0.087 0.011 0.4692
H 1.78508 -0.26819 -4.01430 0.067 -0.025 -0.021 0.4145
H 2.47216 -0.52474 -1.72414 0.054 0.017 -0.050 0.2078
H 2.54115 1.86591 0.65327 0.122 0.085 0.078 0.3107
H 4.09676 -2.47932 1.06830 0.034 0.006 -0.044 0.3793
H 5.56174 -3.97836 -0.23673 -0.010 0.017 -0.003 0.3581
H 6.58740 -3.19985 -2.37672 -0.025 0.010 0.024 0.3585
H 6.16017 -0.87423 -3.14197 -0.014 0.015 0.016 0.3714
H 4.71454 0.62552 -1.85927 -0.009 -0.006 -0.007 0.3727
```
Positions in Å, forces in eV/Å.

Results
M: 778.2 g mol⁻¹
charge: -2
highest occupied orbital energy (spin up / spin down): -0.038 / -0.079 Eh
spin multiplicity: 2
largest force on an atom: 0.5 eV/Å
⟨S²⟩: 0.774
calculated total energy: -150321.0512 eV
ΔE to the lowest compared entry with this formula, charge and spin: 0.0 kJ/mol